[1]
19
Properties=species:S:1:pos:R:3 method="wB97M-V/def2-TZVPD" homo_energy_ev=-10.09 orbital_gap_ev=10.7 smiles="CC(C)(C#N)C#N.C=C" e_above_lowest_kj_mol=223.2 e_tot_ev=-10399.2979 lumo_ha=0.0242
C -2.1890 -0.2547 1.1371
C -1.9755 1.0343 1.3881
C -0.1347 -0.6784 -1.6698
N -0.8300 -0.9487 -2.5359
H -2.5490 -0.5841 0.1739
H -2.1610 -0.9924 1.9224
H 0.5059 1.3448 0.7931
H -1.7576 1.3864 2.3848
H -2.1938 1.8023 0.6600
C 2.1963 -0.7532 -0.9448
C 0.7653 -0.3180 -0.5877
C 0.6660 1.1840 -0.2993
C 0.3582 -1.1145 0.6028
N 0.3132 -1.8642 1.4721
H 2.2469 -1.8303 -1.0928
H 2.8748 -0.4798 -0.1394
H 2.5156 -0.2599 -1.8605
H -0.2077 1.6290 -0.7600
H 1.5561 1.6977 -0.6438

---

[2]
20
Properties=species:S:1:pos:R:3 method="wB97M-V/def2-TZVPD" homo_energy_ev=-8.87 orbital_gap_ev=9.5 smiles="C=C1CCCC(N)=C=NO1" e_above_lowest_kj_mol=585.2 e_tot_ev=-12443.3831 lumo_ha=0.0227
C -0.9086 -0.0208 -1.9476
C -1.6758 -1.1225 0.4180
C -1.0935 0.1978 0.9306
C -1.4782 -2.2804 1.0322
C 0.2876 0.5583 0.5592
C 0.5039 1.4240 -0.6413
C 0.3269 0.3945 -1.8702
N -2.1004 -0.2106 -1.7857
N 1.5773 0.0326 -2.5648
O -2.5345 -1.1754 -0.6686
H -1.6161 0.9026 0.4010
H -1.3359 0.1577 1.9982
H -0.9765 -2.2765 1.9266
H -1.9393 -3.1559 0.7153
H 0.5204 1.2245 1.3637
H 1.1070 -0.3119 0.5593
H -0.0456 2.3657 -0.7978
H 1.4832 1.8059 -0.8104
H 1.2675 -0.7704 -3.2230
H 1.6416 0.8175 -3.2256

---

[3]
21
Properties=species:S:1:pos:R:3 method="wB97M-V/def2-TZVPD" homo_energy_ev=-17.15 orbital_gap_ev=5.9 e_above_lowest_kj_mol=6.7 e_tot_ev=-14473.8782 total_charge=+2 lumo_ha=-0.4131
C 0.9981 2.0243 0.5249
C -0.2841 -1.9549 -0.8276
C -0.5554 2.2425 0.3209
C -0.6130 -1.6589 -2.2085
C 1.3593 -0.2628 1.4601
C -0.1329 -0.6924 1.3029
C -0.9177 0.1901 -0.9291
N 1.6226 1.0571 1.0236
N -0.4557 -0.8501 -0.1037
O -1.2221 1.4041 -0.6998
O -0.8654 -0.2818 -2.1935
H 1.6252 2.8266 0.2740
H 0.1696 -2.7726 -0.3401
H -1.2296 2.2290 1.1817
H -0.5811 3.2294 -0.1109
H -0.1076 -2.0169 -3.0900
H -1.6371 -2.1347 -2.6853
H 1.7055 -0.3268 2.5153
H 2.0128 -0.8823 0.9141
H -0.1295 -1.5382 1.9689
H -0.7619 0.1695 1.7023